# 1
# C3H5N2O2

A 2-piece molecular cluster, C3H5N2O2 overall in a non-equilibrium geometry (wB97M-V/def2-TZVPD, the OMol25 dataset).

## Properties
**Gap between HOMO and LUMO (spin up / spin down)**: 4.3 / 7.0 eV
**E_tot**: -10258.54202 eV
**Multiplicity**: 3
**ΔE to the lowest compared entry with this formula, charge and spin**: 133.6 kcal/mol
**Net charge**: -1
**Largest force on an atom**: 5.4 eV Å⁻¹

Last column: natural (NBO) charge in e.
Geometry (Å):
C 1.411 0.814 -0.035  -0.45
C 1.136 -0.554 0.568  -0.43
C 0.051 0.115 -0.250  -0.08
N -1.141 0.713 -0.124  -0.16
N -2.202 0.021 -0.062  0.46
O -2.117 -1.232 -0.201  -0.57
O -3.275 0.560 0.212  -0.50
H 1.514 1.663 0.677  0.20
H 2.196 0.816 -0.895  0.19
H 1.527 -1.548 0.172  0.18
H 0.870 -0.746 1.520  0.20
H 0.029 -0.622 -1.582  -0.02

---

# 2
# C4H10O

A 3-piece molecular cluster, C4H10O overall (wB97M-V/def2-TZVPD, the OMol25 dataset).

## Properties
**Gap between HOMO and LUMO**: 11.0 eV
**E_tot**: -6355.40290 eV
**Multiplicity**: 1
**ΔE to the lowest compared entry with this formula, charge and spin**: 55.3 kcal/mol
**Largest force on an atom**: 0.5 eV Å⁻¹

Last column: natural (NBO) charge in e.
Geometry (Å):
C -1.795 -0.963 0.777  -0.37
C -1.202 0.131 1.242  -0.41
C 1.120 0.296 -0.855  0.45
C 1.232 1.756 -0.501  -0.73
O 1.875 -0.550 -0.435  -0.53
H 0.036 -2.936 -0.759  -0.03
H -2.636 -0.912 0.090  0.19
H -1.457 -1.956 1.060  0.20
H -1.539 1.127 0.962  0.19
H -0.356 0.074 1.923  0.20
H 0.303 0.027 -1.556  0.11
H 0.247 2.228 -0.441  0.22
H 1.772 1.868 0.442  0.24
H 1.798 2.268 -1.290  0.24
H 0.601 -2.459 -0.659  0.03